(1)
DFT (ωB97M-V/def2-TZVPD) results for a structure of composition C26H54AgBr2Cl3F3FeO10S in a non-equilibrium geometry.

Last column: Löwdin charge in e.
Cartesian coordinates (Å):
Br 3.11 6.34 1.76  0.611
C 5.03 0.25 -3.81  -0.150
H 1.75 -0.43 0.39  0.053
H 0.17 5.98 1.37  0.045
H 1.34 -0.42 -1.29  0.054
H -0.14 0.92 2.08  0.063
C 3.63 0.18 -3.16  -0.177
C -1.47 -1.16 3.66  -0.222
H 1.92 6.72 -0.37  0.049
C -6.16 0.41 0.23  -0.150
H 2.57 5.10 -0.37  0.056
H 5.36 1.24 -4.11  0.111
O 0.46 -3.49 -0.57  -0.374
O 1.79 -2.87 1.84  -0.326
O 3.89 -0.17 -1.80  -0.206
H -0.10 2.19 0.74  0.049
H -2.21 3.13 -3.01  0.101
C 2.51 -2.39 2.94  -0.550
Br -0.52 5.02 -0.80  0.600
H 5.49 0.86 -0.92  0.121
H 4.55 -2.79 2.34  0.068
H -3.10 -3.52 5.00  0.117
H -3.43 -1.21 4.44  0.110
O 3.38 -2.53 -0.13  0.186
C -0.51 1.25 1.11  -0.084
O -1.16 -2.47 3.16  -0.232
H 2.98 -2.42 -1.04  0.097
H 3.16 1.16 -3.18  0.115
H -0.60 -0.56 3.94  0.117
O -4.31 0.12 -1.24  -0.237
H -1.16 -0.15 -4.66  0.125
H 1.94 -2.63 3.85  0.113
H -1.95 -0.60 2.86  0.085
Cl -2.23 3.98 2.23  0.543
C 5.96 -0.37 -2.78  -0.153
C -0.32 0.21 0.02  -0.555
O -0.18 -2.32 -2.62  -0.331
H 3.89 -4.19 3.09  0.081
Cl -3.22 4.71 4.88  0.528
H 4.33 -2.81 4.06  0.086
C -1.12 -3.36 4.29  -0.158
H -0.79 0.66 -0.87  0.094
C 0.69 5.29 0.72  -0.709
C 3.85 -3.10 3.12  -0.062
H 2.97 -0.54 3.96  0.088
H 0.13 1.64 -5.77  0.123
C 0.01 -5.01 -2.68  -0.661
H -5.65 -1.48 -0.77  0.120
S 0.66 -3.35 -2.01  0.572
H 1.55 1.12 -0.50  0.091
O -0.86 -1.06 0.31  -0.356
O 2.06 -3.23 -2.36  -0.286
H -1.71 3.48 -5.33  0.120
H -4.86 2.09 -1.51  0.131
H -7.02 1.02 -0.04  0.116
C -1.72 2.44 -5.00  -0.168
C -2.43 -1.40 4.83  -0.151
H 3.59 -0.64 2.28  0.083
C 2.00 5.81 0.22  -0.686
Cl -2.38 1.94 4.23  0.607
F 0.87 -5.97 -2.36  0.154
H -6.44 -0.19 1.09  0.112
O -1.64 1.11 -3.06  -0.212
H -3.41 2.02 -3.72  0.115
H -3.29 1.86 -0.74  0.114
H -5.31 2.28 1.01  0.116
H -0.12 -3.34 4.73  0.121
H -1.57 1.48 1.25  0.023
H 5.01 -0.29 -4.76  0.112
H -2.26 1.83 -5.73  0.118
H 0.19 0.19 -3.56  0.102
C -5.63 -0.41 -0.95  -0.160
H -1.23 -4.38 3.90  0.130
C -4.99 1.34 0.56  -0.164
H 1.91 -0.28 2.62  0.057
H -4.17 3.20 3.34  0.006
C -2.35 2.24 -3.62  -0.179
H -2.21 -0.80 5.70  0.106
C -2.24 -2.89 5.20  -0.129
H 2.98 -0.63 -3.50  0.113
H 6.92 0.16 -2.78  0.112
C -3.15 3.40 3.64  -1.479
F -1.19 -5.23 -2.17  0.164
C -0.34 1.86 -4.82  -0.160
C 1.16 0.11 -0.35  -0.040
H 5.42 -0.87 -0.70  0.103
H -6.19 -0.20 -1.87  0.123
H 0.81 4.32 1.21  0.037
C 5.27 -0.08 -1.44  -0.183
Ag -2.27 -1.13 -1.72  0.819
H 0.25 2.55 -4.21  0.121
H 2.65 -2.40 0.58  0.076
C -4.31 1.49 -0.78  -0.185
C 2.76 -0.88 2.95  -0.052
F -0.03 -4.96 -4.00  0.159
H -4.31 0.82 1.25  0.111
H -1.98 -2.94 6.25  0.118
C -0.70 0.62 -4.03  -0.204
H 6.20 -1.43 -2.83  0.113
H 3.73 -3.43 -0.03  0.164
Fe -0.22 -2.76 1.25  0.982

Calculated values
**Spin multiplicity**: 5
**HOMO-LUMO gap (alpha / beta)**: 8.76 / 8.75 eV
**Charge**: +1

***

(2)
DFT (ωB97M-V/def2-TZVPD) results for the ion C5H12NS2 with charge -1 in a non-equilibrium geometry.

Last column: Löwdin charge in e.
Cartesian coordinates (Å):
C 0.85 -1.00 1.01  -0.794
C 1.42 -0.20 -1.23  -0.243
H 2.18 0.44 -0.75  0.120
H -2.42 1.99 -0.82  0.064
H -2.47 0.33 -0.77  0.018
H -2.31 0.87 2.56  -0.141
H 2.44 -1.75 -0.16  0.075
H -0.01 0.77 0.77  0.081
H 1.72 -0.64 -2.22  0.106
C -1.98 1.10 -0.25  -0.470
H 0.83 -2.30 -0.63  0.116
H -0.51 -0.28 -1.88  0.136
S 1.41 -1.51 2.74  0.015
H -0.31 2.19 -0.06  0.102
C 1.44 -1.41 -0.26  -0.305
N 0.12 0.50 -1.47  -0.070
S -2.99 1.36 1.43  0.539
H 1.00 0.09 1.21  0.007
C -0.44 1.11 -0.27  -0.346
H 0.05 -1.65 1.07  -0.013

Calculated values
**SMILES string**: [S-]CCCNCCS
**ΔE to the lowest compared entry with this formula, charge and spin**: 78.7 kcal/mol
**HOMO-LUMO gap**: 5.52 eV
**Charge**: -1